Entry 1:
Below is a cluster of 17 separate species, H34O17 in total at a distorted geometry, with properties calculated with wB97M-V/def2-TZVPD.

Positions of all 51 atoms, in Å:
O: 1.075 -0.023 -5.023
O: 3.167 4.714 -0.098
O: -1.503 4.386 -0.262
O: -4.728 -0.808 -1.110
O: -0.778 -1.187 5.425
O: 0.228 0.544 0.379
O: -0.824 0.075 -1.841
O: -1.104 -4.325 2.967
O: -5.243 2.173 0.336
O: 3.020 -3.267 2.021
O: 4.231 0.353 -0.366
O: 2.199 -1.606 -0.647
O: 1.890 3.134 2.315
O: -2.858 -1.542 -2.879
O: 1.614 -1.474 4.575
O: -1.893 3.071 -3.959
O: 1.908 -3.958 -1.928
H: -1.436 -4.247 1.951
H: 2.521 3.009 3.044
H: 2.106 2.697 1.609
H: -1.412 2.665 -4.499
H: -5.600 2.048 1.211
H: 0.838 -0.966 4.598
H: -0.430 0.760 -1.120
H: -5.432 -0.904 -1.752
H: 4.124 -0.638 -0.322
H: 1.593 -1.761 -1.348
H: -0.250 -0.140 0.794
H: -1.183 -1.764 4.757
H: -4.126 -0.163 -1.433
H: 1.135 0.432 -5.842
H: 2.979 4.880 0.776
H: 1.126 0.344 0.413
H: -1.167 0.818 -2.309
H: -2.013 3.991 -4.187
H: -1.661 3.886 0.569
H: 1.643 -3.917 -1.020
H: 2.185 -2.580 -0.357
H: -2.006 4.036 -0.933
H: 0.425 0.632 -4.517
H: -5.855 1.511 0.014
H: 3.991 -3.302 1.681
H: 3.317 0.654 -0.225
H: 1.076 -3.818 -2.376
H: -0.378 -3.762 3.039
H: -2.116 -1.397 -2.229
H: 2.760 3.868 -0.270
H: 1.626 -2.286 5.191
H: -1.455 -0.585 5.726
H: -3.551 -2.006 -2.499
H: 3.411 -4.076 2.627

HOMO level = -0.3969 hartree
HOMO-LUMO gap = 10.384 eV
Lowest unoccupied orbital energy = -0.42 eV
Electronic energy = -35354.720 eV
Energy relative to the best compared isomer or geometry (same formula, charge and spin) = 168.1 kcal/mol


Entry 2:
Below is a cluster of 17 separate species, H34O17 in total at a distorted geometry, with properties calculated with wB97M-V/def2-TZVPD.

Positions of all 51 atoms, in Å:
O: 1.353 3.222 3.434
O: 3.595 1.892 -1.027
O: -1.323 -5.336 -1.148
O: 0.365 1.780 -4.370
O: 1.557 -0.739 -3.770
O: 0.602 4.907 0.148
O: 1.725 4.962 -2.322
O: -2.176 0.341 3.936
O: 1.767 -2.898 -2.248
O: -5.117 -0.808 -0.167
O: -1.204 2.688 2.111
O: 2.263 0.929 1.587
O: 4.264 -0.233 3.542
O: -5.056 1.199 1.250
O: 0.993 -5.915 -0.685
O: -0.687 -4.606 2.201
O: -3.000 -2.090 -2.647
H: 3.624 -1.004 3.736
H: -5.018 -0.132 -0.941
H: -2.073 -1.674 -2.394
H: -4.452 -1.488 -0.575
H: -2.425 -0.391 4.392
H: -5.333 0.187 1.023
H: -0.702 -4.618 1.174
H: 0.027 -4.138 2.373
H: 4.385 -0.240 2.592
H: 0.215 5.767 0.408
H: 0.791 3.813 3.779
H: -1.700 1.974 2.563
H: -0.518 -4.905 -1.309
H: 0.972 2.920 2.686
H: 0.074 2.501 -4.937
H: 2.604 4.976 -2.239
H: 2.417 -3.572 -2.546
H: 1.629 -2.071 -2.799
H: 0.990 2.250 -3.838
H: 1.712 0.207 -3.416
H: -2.043 -4.904 -1.176
H: 0.261 4.522 0.998
H: -5.673 1.607 0.874
H: -2.994 -3.017 -2.972
H: -1.599 3.557 2.296
H: -2.679 1.142 4.386
H: 3.118 1.069 -0.455
H: 1.534 4.531 -1.436
H: 0.951 -5.899 0.379
H: 1.738 0.189 1.330
H: 4.498 2.224 -0.648
H: 1.642 1.537 1.764
H: 2.463 -0.956 -4.143
H: 1.642 -5.259 -0.752

HOMO level (spin up / spin down) = -0.4816 / -0.4689 hartree
HOMO-LUMO gap (spin up / spin down) = 10.036 / 1.598 eV
2S+1 = 2
<S²> = 0.755
Total charge = +1
Lowest unoccupied orbital energy (spin up / spin down) = -3.07 / -11.16 eV
Electronic energy = -35342.734 eV
Energy relative to the best compared isomer or geometry (same formula, charge and spin) = 142.7 kcal/mol


Entry 3:
Below is a cluster of 17 separate species, H35O17 in total at a distorted geometry, with properties calculated with wB97M-V/def2-TZVPD.

Positions of all 52 atoms, in Å:
O: 2.015 1.415 -0.838
O: -1.206 0.205 -4.026
O: -1.344 -0.754 0.334
O: -0.877 -2.996 -0.652
O: 0.699 2.285 1.347
O: -2.342 3.943 0.081
O: -3.433 -0.721 -2.790
O: 1.429 0.779 -3.820
O: 0.193 4.819 1.850
O: -1.381 -2.405 4.633
O: -1.550 -0.064 3.224
O: 2.086 -3.521 -1.386
O: 0.968 -0.636 1.366
O: -1.445 1.728 -0.791
O: 4.184 1.076 2.250
O: 0.590 -4.074 1.425
O: -0.052 -0.949 -1.910
H: -1.305 -1.633 -0.311
H: 1.897 -3.357 -0.450
H: 0.790 -0.630 -2.211
H: -0.884 -2.248 3.824
H: -1.333 0.846 3.426
H: -3.924 0.105 -2.873
H: 0.152 2.103 0.580
H: -0.721 -0.557 -2.519
H: -3.181 3.609 0.421
H: 1.726 -1.244 1.486
H: 2.586 2.015 -0.390
H: 1.463 1.714 1.266
H: -1.424 -0.590 4.032
H: 1.723 -2.796 -1.907
H: 1.750 1.604 -1.718
H: -1.845 0.272 -4.744
H: -0.396 0.428 -4.515
H: 0.655 -0.648 2.298
H: 0.446 3.926 1.521
H: -0.164 -4.365 1.982
H: 3.974 0.481 2.956
H: -1.945 4.314 0.884
H: -1.740 2.687 -0.789
H: 5.052 1.349 2.012
H: 1.859 1.278 -4.538
H: -0.647 -3.348 0.244
H: -0.523 1.823 -1.041
H: 2.176 0.156 -3.896
H: 0.996 5.313 1.662
H: -0.016 -3.176 -1.059
H: -3.009 -0.553 -1.951
H: 0.949 -4.944 1.169
H: -1.356 -0.131 -0.426
H: -1.941 -3.172 4.595
H: -0.373 -0.761 0.683

HOMO level (spin up / spin down) = -0.1026 / -0.4044 hartree
HOMO-LUMO gap (spin up / spin down) = 2.348 / 10.454 eV
2S+1 = 2
<S²> = 0.751
Lowest unoccupied orbital energy (spin up / spin down) = -0.45 / -0.55 eV
Electronic energy = -35371.796 eV
Energy relative to the best compared isomer or geometry (same formula, charge and spin) = 0.0 kcal/mol


Entry 4:
Below is a cluster of 18 separate species, H35O18 in total at a distorted geometry, with properties calculated with wB97M-V/def2-TZVPD.

Positions of all 53 atoms, in Å:
O: 0.906 1.804 3.750
O: -4.173 -3.365 -0.200
O: -1.738 -0.192 -4.693
O: -0.854 -0.321 4.055
O: -1.986 -1.409 -1.140
O: 0.119 -0.100 -0.136
O: -5.647 -0.296 -1.478
O: 0.974 -4.426 4.269
O: 4.055 1.681 -1.376
O: 0.978 -1.907 2.886
O: 1.086 2.337 -0.400
O: 2.869 -0.705 -4.051
O: 5.488 -2.430 -0.706
O: -2.756 0.990 2.641
O: 0.514 0.083 -2.677
O: -1.679 5.453 1.323
O: 2.616 0.961 1.123
O: -1.792 1.410 -2.463
H: 1.228 2.701 3.905
H: -1.679 0.926 -1.580
H: 1.842 -2.012 2.456
H: 0.870 1.257 -0.305
H: -2.099 0.713 -4.617
H: 3.070 1.758 0.882
H: 1.909 0.842 0.514
H: -2.696 0.649 1.750
H: -0.105 -0.854 3.734
H: -0.413 0.505 4.243
H: 0.628 0.249 -1.709
H: 1.290 1.535 2.899
H: -1.730 4.512 1.262
H: -2.484 5.928 1.199
H: -1.665 -1.398 -2.036
H: -1.315 0.836 -3.052
H: 1.440 -4.240 3.406
H: 0.364 2.681 -0.969
H: -1.499 -0.929 -0.425
H: 4.708 -2.397 -0.087
H: -3.705 -4.196 0.024
H: 0.654 -1.241 2.175
H: 5.901 -1.694 -0.202
H: 3.419 2.337 -1.039
H: 3.329 -0.364 -3.295
H: 0.340 -3.718 4.078
H: -0.460 0.648 0.142
H: -2.372 0.352 3.273
H: -5.685 -0.837 -2.263
H: -0.687 -0.021 -4.671
H: -4.787 -0.394 -1.074
H: 3.425 1.059 -1.753
H: -3.481 -2.673 -0.395
H: 3.460 -1.356 -4.448
H: 0.005 -0.734 -2.744

HOMO level = -0.2760 hartree
HOMO-LUMO gap = 9.605 eV
Total charge = -1
Lowest unoccupied orbital energy = 2.10 eV
Electronic energy = -37423.926 eV
Energy relative to the best compared isomer or geometry (same formula, charge and spin) = 45.4 kcal/mol


Entry 5:
Below is a cluster of 19 separate species, H36IO18 in total at a distorted geometry, with properties calculated with wB97M-V/def2-TZVPD.

Positions of all 55 atoms, in Å:
I: 20.277 -36.823 3.537
O: 17.616 -38.465 1.836
O: 19.811 -35.304 6.812
O: 20.542 -32.549 5.740
O: 15.337 -37.269 3.054
O: 23.064 -34.648 3.535
O: 18.049 -33.711 3.388
O: 16.399 -36.991 5.822
O: 25.073 -37.980 2.241
O: 20.997 -41.504 2.874
O: 23.208 -38.729 5.831
O: 24.543 -36.042 5.511
O: 20.517 -39.894 5.407
O: 22.709 -39.393 2.004
O: 21.525 -36.934 -0.615
O: 23.753 -35.682 1.074
O: 16.274 -36.445 -0.447
O: 17.463 -33.552 6.066
O: 19.455 -40.383 0.995
H: 15.867 -36.005 0.299
H: 20.282 -39.260 4.728
H: 19.757 -40.971 0.303
H: 25.091 -36.647 5.011
H: 20.732 -41.255 3.759
H: 17.207 -37.360 6.178
H: 24.323 -38.573 2.193
H: 20.030 -35.765 6.002
H: 16.689 -36.259 5.277
H: 24.522 -36.411 6.394
H: 24.167 -34.958 0.604
H: 19.831 -39.803 6.068
H: 23.315 -37.906 5.354
H: 19.985 -40.616 1.757
H: 20.144 -33.403 5.570
H: 20.876 -42.453 2.845
H: 23.524 -34.920 4.329
H: 18.276 -37.934 2.282
H: 22.224 -38.587 1.826
H: 24.762 -37.168 1.843
H: 14.734 -36.940 2.387
H: 16.082 -37.607 2.558
H: 20.339 -35.736 7.484
H: 16.865 -37.086 -0.054
H: 18.784 -33.420 2.848
H: 22.243 -35.140 3.554
H: 18.216 -34.641 3.538
H: 22.045 -40.010 2.310
H: 18.132 -34.217 6.229
H: 21.539 -36.086 -0.170
H: 22.287 -38.960 5.708
H: 22.418 -37.049 -0.940
H: 18.037 -39.316 1.712
H: 17.371 -33.533 5.113
H: 23.316 -35.266 1.818
H: 20.095 -32.229 6.523

HOMO level = -0.2394 hartree
HOMO-LUMO gap = 8.520 eV
Total charge = -1
Lowest unoccupied orbital energy = 2.00 eV
Electronic energy = -45545.847 eV
Energy relative to the best compared isomer or geometry (same formula, charge and spin) = 7.1 kcal/mol


Entry 6:
Below is a structure of composition H36MnO18 at a distorted geometry, with properties calculated with wB97M-V/def2-TZVPD.

Positions of all 55 atoms, in Å:
Mn: -0.298 0.043 0.371
O: 2.081 1.686 3.415
O: -0.641 -1.392 -1.098
O: -2.000 -3.085 0.801
O: 0.198 1.724 1.409
O: 3.481 1.198 1.153
O: -4.476 -1.943 1.877
O: -0.097 3.982 -0.580
O: -1.432 1.433 -0.706
O: 1.620 0.311 -0.503
O: 0.879 -1.164 1.724
O: -3.413 2.649 -2.170
O: -2.051 -0.416 1.534
O: 3.514 -2.308 -0.506
O: -0.595 -0.953 4.167
O: -0.225 -0.406 -3.838
O: -0.057 -4.715 -0.909
O: 0.167 2.214 -3.058
O: 2.685 -0.318 -2.763
H: 3.344 0.375 -2.808
H: -3.382 3.435 -1.625
H: 1.631 -1.754 1.665
H: -2.458 0.186 2.157
H: 2.835 2.031 3.893
H: 2.276 0.804 -0.010
H: 0.418 2.648 -3.873
H: -0.157 0.535 -3.677
H: 0.357 -3.958 -1.323
H: -1.230 -2.143 -1.019
H: 3.074 1.343 2.007
H: 4.154 0.538 1.318
H: 3.148 -3.134 -0.820
H: 0.766 2.004 2.127
H: -0.990 2.255 -0.921
H: 0.065 2.927 -2.427
H: -2.760 2.805 -2.853
H: 2.904 -0.906 -3.486
H: 1.900 0.383 -1.415
H: -1.926 -4.010 0.564
H: 0.249 -0.544 -4.659
H: -2.296 1.512 -1.112
H: -2.048 -3.085 1.757
H: 0.763 4.398 -0.630
H: -0.629 4.592 -0.068
H: 0.605 -1.216 2.640
H: -0.393 -5.234 -1.641
H: -5.015 -1.219 1.559
H: -1.438 -0.657 4.511
H: -0.141 2.539 1.040
H: -0.490 -1.304 -2.039
H: -2.618 -1.187 1.541
H: -4.209 -2.409 1.084
H: 0.005 -0.883 4.910
H: 2.886 -1.643 -0.788
H: 1.459 1.435 4.097

HOMO level (spin up / spin down) = -0.5507 / -0.5899 hartree
HOMO-LUMO gap (spin up / spin down) = 9.533 / 10.600 eV
2S+1 = 6
<S²> = 8.752
Total charge = +2
Lowest unoccupied orbital energy (spin up / spin down) = -5.45 / -5.45 eV
Electronic energy = -68750.518 eV